Record 1
The following is a DFT calculation (ωB97M-V/def2-TZVPD) of C6H12O in the gas phase.

Geometry as XYZ:
```
19
Properties=species:S:1:pos:R:3:lowdin_charge:R:1
C -0.62 -1.74 0.73 -0.007
C -0.76 -0.64 -0.51 -0.226
O 0.33 -1.31 -1.13 -0.210
C 1.51 -0.66 -0.74 -0.213
C 1.15 0.61 0.04 -0.151
C -0.28 0.87 -0.41 -0.327
C -1.06 1.86 0.46 -0.068
H 0.34 -2.35 0.81 0.097
H -0.72 -1.27 1.69 0.046
H -1.36 -2.51 0.55 0.061
H -1.57 -0.64 -1.29 0.151
H 2.19 -1.32 -0.16 0.117
H 1.95 -0.45 -1.71 0.116
H 1.14 0.45 1.12 0.116
H 1.84 1.43 -0.18 0.118
H -0.23 1.31 -1.43 0.149
H -0.53 2.82 0.53 0.081
H -2.06 2.07 0.06 0.075
H -1.17 1.46 1.47 0.075
```

Results
LUMO, hartree: 0.0394
SMILES string: C[C@@H]1OCC[C@@H]1C
DFT total energy, eV: -8462.1181
Multiplicity: 1
ΔE to the lowest compared entry with this formula, charge and spin, kcal/mol: 51.6

Record 2
The following is a DFT calculation (ωB97M-V/def2-TZVPD) of 2 unconnected molecules or ions with the total composition C2H7NS2.

Geometry as XYZ:
```
12
Properties=species:S:1:pos:R:3:lowdin_charge:R:1
C -1.50 -0.90 -0.62 -0.113
N -1.71 -0.23 0.45 0.011
H -1.12 -0.35 -1.47 0.066
H -1.84 -1.93 -0.61 0.082
H -2.33 -0.77 1.07 0.058
C 1.23 1.16 -0.51 -0.340
S 1.88 -0.55 -0.24 0.633
S 1.54 -0.74 1.72 0.600
H 0.33 1.22 0.10 0.009
H 1.99 1.83 -0.09 0.066
H 1.11 1.25 -1.58 0.057
H 0.42 0.00 1.77 -0.129
```

Results
<S²>: 0.75
LUMO (alpha / beta), hartree: -0.1667 / -0.2984
DFT total energy, eV: -25338.7066
Multiplicity: 2
Net charge: +1
ΔE to the lowest compared entry with this formula, charge and spin, kcal/mol: 9.8

Record 3
The following is a DFT calculation (ωB97M-V/def2-TZVPD) of C15H23BrN2O4 in the gas phase.

Geometry as XYZ:
```
45
Properties=species:S:1:pos:R:3:lowdin_charge:R:1
C -1.39 -1.82 -2.52 -0.104
O -0.97 -1.44 -1.24 -0.210
C 0.31 -1.93 -0.92 -0.164
C 0.66 -1.65 0.55 -0.299
C 2.18 -1.77 0.73 -0.149
O 2.87 -0.67 0.19 -0.147
C 3.32 0.27 1.16 -0.210
C 3.99 1.43 0.43 -0.142
C 3.03 2.59 0.16 -0.187
N 1.84 2.20 -0.55 0.069
C 0.66 2.02 0.12 -0.545
O 0.53 2.25 1.30 0.060
N -0.37 1.62 -0.71 0.143
C -1.69 1.36 -0.38 -0.236
C -2.13 1.26 0.94 -0.019
C -3.45 0.96 1.21 -0.121
C -4.34 0.76 0.17 -0.690
Br -6.15 0.32 0.54 0.707
C -3.92 0.87 -1.15 -0.132
C -2.60 1.17 -1.41 -0.042
O 0.06 -2.57 1.43 -0.139
C -1.30 -2.30 1.71 -0.079
H -1.42 -2.91 -2.62 0.093
H -0.72 -1.42 -3.30 0.091
H -2.39 -1.42 -2.66 0.080
H 0.35 -3.01 -1.08 0.140
H 1.07 -1.45 -1.56 0.132
H 0.34 -0.62 0.80 0.143
H 2.39 -1.90 1.80 0.133
H 2.53 -2.67 0.21 0.136
H 4.03 -0.22 1.83 0.125
H 2.48 0.63 1.76 0.122
H 4.39 1.04 -0.51 0.115
H 4.83 1.80 1.02 0.112
H 3.55 3.36 -0.42 0.117
H 2.70 3.02 1.10 0.122
H 1.98 1.73 -1.44 0.141
H -0.16 1.52 -1.70 0.144
H -1.44 1.43 1.75 0.103
H -3.79 0.88 2.23 0.104
H -4.63 0.73 -1.95 0.102
H -2.28 1.26 -2.44 0.115
H -1.41 -1.33 2.20 0.085
H -1.63 -3.09 2.39 0.091
H -1.91 -2.31 0.80 0.087
```

Results
LUMO, hartree: 0.0196
SMILES string: COC[C@H](COCCCNC(=O)Nc1ccc(Br)cc1)OC
DFT total energy, eV: -97140.6066
Multiplicity: 1
ΔE to the lowest compared entry with this formula, charge and spin, kcal/mol: 5.1

Record 4
The following is a DFT calculation (ωB97M-V/def2-TZVPD) of a molecular structure, C2H3BeO2.

Geometry as XYZ:
```
8
Properties=species:S:1:pos:R:3:lowdin_charge:R:1
C 0.53 0.47 -0.12 -0.168
C 1.51 -0.33 -0.48 -0.275
O 2.34 -1.12 -0.70 0.170
H 0.72 1.45 0.32 0.086
Be -0.41 -0.54 1.11 0.239
O -1.53 -0.28 0.14 -0.308
H -0.74 0.42 -0.74 0.204
H -2.42 -0.09 0.46 0.053
```

Results
<S²>: 0.75
LUMO (alpha / beta), hartree: 0.0210 / -0.0027
DFT total energy, eV: -6615.7993
Multiplicity: 2
ΔE to the lowest compared entry with this formula, charge and spin, kcal/mol: 0.0

Record 5
The following is a DFT calculation (ωB97M-V/def2-TZVPD) of 2 unconnected molecules or ions with the total composition CH4OS.

Geometry as XYZ:
```
7
Properties=species:S:1:pos:R:3:lowdin_charge:R:1
C 1.36 -0.16 1.22 -0.182
O 0.71 0.37 2.06 -0.007
H 2.21 -0.80 1.54 0.076
H 0.99 -0.26 0.06 0.101
S -1.57 0.15 -2.11 0.420
H -1.02 1.05 -1.13 -0.152
H -2.68 -0.36 -1.64 -0.257
```

Results
LUMO, hartree: 0.0257
SMILES string: C=O.S
DFT total energy, eV: -13982.9200
Multiplicity: 1
ΔE to the lowest compared entry with this formula, charge and spin, kcal/mol: 20.0

Record 6
The following is a DFT calculation (ωB97M-V/def2-TZVPD) of 11 unconnected molecules or ions with the total composition C44H84N4O21.

Geometry as XYZ:
```
153
Properties=species:S:1:pos:R:3:lowdin_charge:R:1
C 3.73 12.84 25.76 -0.076
C 2.36 12.26 25.75 -0.196
O 1.78 12.43 27.09 0.022
C 0.75 11.71 27.52 -0.597
O 0.37 10.70 27.01 0.107
O 0.17 12.29 28.60 -0.014
C -1.05 11.63 29.04 -0.002
H 4.06 12.81 24.73 0.066
H 4.42 12.22 26.37 0.067
H 3.73 13.89 26.14 0.098
H 2.40 11.20 25.50 0.104
H 1.70 12.83 25.05 0.146
H -0.78 11.00 29.85 0.081
H -1.50 11.16 28.19 0.085
H -1.67 12.46 29.33 0.092
C 10.21 1.93 25.99 -0.071
C 8.91 2.58 25.61 -0.264
O 8.80 3.88 26.11 0.021
C 7.88 4.80 25.72 -0.557
O 7.90 5.91 26.15 0.108
O 7.19 4.36 24.65 -0.031
C 6.59 5.37 23.71 0.027
H 10.09 1.72 27.07 0.084
H 11.20 2.50 25.76 0.115
H 10.28 1.02 25.41 0.070
H 8.08 2.01 25.98 0.119
H 8.82 2.71 24.49 0.138
H 7.09 6.33 23.73 0.063
H 5.54 5.45 24.04 0.066
H 6.73 5.06 22.70 0.079
C 2.73 3.98 31.86 -0.042
C 1.62 5.09 32.07 -0.181
O 1.86 6.04 33.10 0.048
C 2.59 7.10 32.79 -0.586
O 3.10 7.34 31.71 0.104
O 2.81 7.74 33.95 0.013
C 3.64 8.88 33.74 -0.044
H 3.77 4.35 31.73 0.067
H 2.48 3.50 30.93 0.049
H 2.69 3.18 32.65 0.087
H 0.69 4.55 32.24 0.121
H 1.50 5.58 31.07 0.105
H 3.51 9.41 32.76 0.101
H 4.70 8.50 33.87 0.107
H 3.53 9.59 34.57 0.091
C -0.14 7.73 18.59 -0.065
C -0.29 8.66 19.76 -0.169
O -0.07 7.75 20.91 0.039
C 0.29 8.42 22.00 -0.632
O 0.68 9.56 22.09 0.089
O 0.07 7.63 23.02 0.006
C 0.53 7.99 24.34 -0.005
H -0.93 7.03 18.43 0.072
H 0.73 7.10 18.76 0.084
H 0.00 8.29 17.70 0.069
H -1.28 9.11 19.91 0.134
H 0.37 9.50 19.73 0.104
H 1.63 8.00 24.39 0.057
H 0.19 7.16 24.98 0.098
H 0.14 8.98 24.56 0.092
C 3.65 3.70 27.28 -0.059
C 2.31 4.46 27.23 -0.192
O 2.37 5.46 28.27 0.012
C 1.31 6.27 28.28 -0.616
O 0.28 6.16 27.63 0.109
O 1.49 7.10 29.27 -0.056
C 0.51 8.10 29.53 -0.017
H 3.73 2.96 26.46 0.082
H 3.73 3.02 28.11 0.055
H 4.62 4.20 27.08 0.073
H 1.46 3.83 27.42 0.119
H 2.16 4.97 26.26 0.101
H 0.40 8.72 28.60 0.096
H 0.84 8.61 30.42 0.097
H -0.43 7.58 29.64 0.096
C 7.40 13.65 26.43 -0.069
C 6.85 14.32 27.67 -0.219
O 7.16 13.73 28.91 0.080
C 6.53 12.61 29.06 -0.679
O 5.78 12.07 28.34 0.126
O 6.89 12.12 30.23 0.002
C 6.68 10.74 30.53 -0.037
H 7.09 14.30 25.60 0.079
H 6.94 12.67 26.22 0.074
H 8.52 13.68 26.35 0.085
H 5.82 14.47 27.58 0.095
H 7.40 15.29 27.76 0.142
H 6.63 10.53 31.58 0.084
H 7.62 10.29 30.15 0.078
H 5.84 10.50 29.89 0.066
C -0.28 10.85 35.42 -0.053
C 0.36 12.00 34.72 -0.225
O 0.80 11.64 33.41 0.029
C 1.72 12.42 32.84 -0.584
O 2.31 13.37 33.29 0.132
O 1.98 11.89 31.63 -0.009
C 2.91 12.63 30.87 -0.046
H 0.37 9.97 35.48 0.077
H -1.14 10.41 34.88 0.088
H -0.65 11.20 36.38 0.081
H 1.14 12.54 35.17 0.104
H -0.32 12.83 34.54 0.128
H 3.15 12.04 29.99 0.086
H 3.81 12.85 31.37 0.080
H 2.43 13.57 30.61 0.107
C 7.36 4.74 30.40 -0.081
C 7.36 6.25 30.06 -0.228
C 6.57 7.08 31.06 -0.178
C 7.02 6.81 32.44 -0.228
N 7.57 6.62 33.45 0.142
H 6.32 4.42 30.50 0.068
H 7.83 4.59 31.39 0.072
H 7.89 4.16 29.66 0.061
H 6.93 6.34 29.06 0.081
H 8.36 6.63 29.95 0.108
H 5.55 6.76 31.06 0.084
H 6.60 8.15 30.92 0.081
C 3.57 9.26 28.31 -0.069
C 4.58 8.11 28.32 -0.212
C 5.17 7.56 26.98 -0.154
C 4.24 7.01 26.00 -0.199
N 3.69 6.57 25.11 0.181
H 3.87 10.06 27.59 0.078
H 3.54 9.70 29.33 0.079
H 2.58 8.97 27.97 0.052
H 4.22 7.26 28.91 0.095
H 5.47 8.46 28.91 0.084
H 5.93 6.85 27.18 0.070
H 5.70 8.34 26.47 0.070
C 5.08 10.14 20.68 -0.096
C 3.90 9.73 21.58 -0.241
C 3.97 10.04 23.12 -0.147
C 5.21 9.43 23.71 -0.157
N 6.20 8.90 24.03 0.182
H 4.81 9.96 19.64 0.073
H 6.04 9.71 20.92 0.059
H 5.18 11.23 20.74 0.072
H 3.76 8.67 21.53 0.098
H 2.92 10.16 21.24 0.108
H 3.10 9.65 23.61 0.079
H 4.04 11.12 23.25 0.096
C 10.16 11.05 25.01 -0.100
C 9.40 9.71 24.69 -0.243
C 9.49 8.62 25.80 -0.173
C 8.59 9.02 26.89 -0.206
N 8.03 9.53 27.75 0.203
H 9.67 11.66 25.74 0.038
H 10.21 11.56 24.06 0.058
H 11.20 10.81 25.33 0.080
H 9.98 9.33 23.78 0.125
H 8.33 9.92 24.48 0.066
H 10.53 8.47 26.14 0.128
H 9.04 7.69 25.49 0.074
```

Results
LUMO, hartree: 0.0202
SMILES string: CCOC(=O)OC.CCOC(=O)OC.CCOC(=O)OC.CCOC(=O)OC.CCOC(=O)OC.CCOC(=O)OC.CCOC(=O)OC.CCCC#N.CCCC#N.CCCC#N.CCCC#N
DFT total energy, eV: -95946.6019
Multiplicity: 1
ΔE to the lowest compared entry with this formula, charge and spin, kcal/mol: 12.4

Record 7
The following is a DFT calculation (ωB97M-V/def2-TZVPD) of C17H29N5O7 in the gas phase.

Geometry as XYZ:
```
58
Properties=species:S:1:pos:R:3:lowdin_charge:R:1
C -1.36 -4.57 0.46 -0.099
O -2.20 -3.47 0.73 -0.198
C -2.47 -2.70 -0.42 -0.206
C -3.25 -1.49 0.01 -0.171
O -2.46 -0.76 0.93 -0.179
C -3.01 0.51 1.26 -0.098
C -2.35 1.64 0.49 -0.454
O -2.93 2.69 0.28 0.053
N -1.09 1.37 0.08 0.114
C -0.31 2.26 -0.74 -0.077
C -0.07 1.71 -2.15 -0.459
O -1.26 1.40 -2.82 -0.122
C -2.13 2.50 -3.07 -0.067
C 0.88 2.63 -2.93 -0.075
C 2.30 2.17 -2.55 -0.102
N 2.10 0.90 -1.86 -0.037
C 2.93 0.56 -0.83 -0.444
O 3.99 1.14 -0.65 0.066
C 2.46 -0.54 0.10 -0.094
C 3.43 -0.79 1.25 -0.153
C 2.77 -1.56 2.39 -0.105
N 1.63 -0.84 2.94 0.066
C 0.30 -1.00 2.66 -0.453
O -0.08 -2.06 1.94 0.095
N -0.42 -0.05 3.15 0.095
N 0.46 0.82 3.80 0.088
C 1.64 0.33 3.65 -0.451
O 2.80 0.82 4.10 0.113
C 0.75 0.42 -2.08 -0.062
H -1.20 -5.10 1.39 0.094
H -1.83 -5.25 -0.27 0.091
H -0.39 -4.24 0.06 0.088
H -1.53 -2.39 -0.89 0.129
H -3.04 -3.28 -1.15 0.134
H -3.48 -0.88 -0.88 0.140
H -4.19 -1.79 0.49 0.138
H -4.08 0.54 1.08 0.134
H -2.82 0.68 2.32 0.126
H -0.73 0.48 0.36 0.110
H -0.85 3.21 -0.78 0.129
H 0.65 2.46 -0.26 0.144
H -2.93 2.12 -3.70 0.094
H -2.56 2.89 -2.14 0.076
H -1.61 3.30 -3.61 0.090
H 0.69 2.49 -3.99 0.126
H 0.73 3.69 -2.70 0.122
H 2.93 2.04 -3.43 0.125
H 2.82 2.86 -1.88 0.120
H 1.49 -0.23 0.51 0.100
H 2.26 -1.46 -0.46 0.135
H 4.30 -1.34 0.90 0.127
H 3.79 0.17 1.62 0.114
H 2.40 -2.53 2.06 0.127
H 3.49 -1.73 3.19 0.130
H -1.04 -2.00 1.77 0.095
H 2.59 1.64 4.58 0.125
H 0.42 -0.27 -1.31 0.109
H 0.67 -0.09 -3.04 0.144
```

Results
LUMO, hartree: 0.0201
SMILES string: COCCOCC(=O)NC[C@@]1(OC)CCN(C(=O)CCCn2c(O)nnc2O)C1
DFT total energy, eV: -39882.7206
Multiplicity: 1
ΔE to the lowest compared entry with this formula, charge and spin, kcal/mol: 9.5

Record 8
The following is a DFT calculation (ωB97M-V/def2-TZVPD) of a molecular structure, C24H32AsNOPtSTe.

Geometry as XYZ:
```
62
Properties=species:S:1:pos:R:3:lowdin_charge:R:1
Pt -1.35 -0.31 0.74 0.634
S -0.52 1.48 2.20 0.595
C -1.93 2.20 1.51 -0.765
C -2.39 3.51 1.61 -0.076
C -3.55 3.86 0.96 -0.065
C -4.25 2.90 0.21 -0.067
C -3.74 1.63 0.14 -0.137
N -2.61 1.29 0.77 -0.204
H -1.83 4.23 2.19 0.110
H -3.93 4.87 1.02 0.110
H -5.17 3.14 -0.30 0.102
H -4.23 0.84 -0.41 0.091
C 1.32 -3.58 1.60 -0.036
C 0.40 -2.43 2.01 -0.743
C 1.15 -1.51 2.98 -0.058
C -0.85 -2.98 2.70 -0.060
O 0.10 -1.74 0.81 -0.565
H 1.67 -4.14 2.47 0.084
H 2.19 -3.18 1.06 0.082
H 0.80 -4.27 0.93 0.072
H 1.42 -2.04 3.90 0.086
H 0.52 -0.66 3.25 0.013
H 2.06 -1.14 2.51 0.060
H -0.59 -3.48 3.63 0.083
H -1.35 -3.71 2.06 0.064
H -1.55 -2.17 2.92 0.061
C -4.29 -2.47 -0.27 -0.273
As -2.50 -1.83 -0.66 0.956
C -1.59 -3.46 -1.13 -0.264
C -2.75 -1.04 -2.42 -0.283
H -4.60 -3.13 -1.08 0.033
H -4.99 -1.65 -0.17 0.021
H -4.27 -3.03 0.67 0.029
H -2.00 -3.83 -2.07 0.036
H -1.72 -4.20 -0.35 0.028
H -0.53 -3.24 -1.23 0.024
H -3.35 -1.69 -3.06 0.034
H -1.76 -0.91 -2.87 0.007
H -3.22 -0.06 -2.34 0.014
Te 0.98 0.18 -1.28 1.402
C 2.88 -0.07 -0.41 -0.510
C 3.91 -0.69 -1.12 -0.139
C 5.17 -0.82 -0.55 -0.090
C 5.41 -0.32 0.73 -0.088
C 4.39 0.29 1.43 -0.083
C 3.13 0.42 0.87 -0.161
C 1.33 2.14 -2.01 -0.520
C 1.72 3.15 -1.13 -0.133
C 1.91 4.44 -1.59 -0.089
C 1.70 4.74 -2.93 -0.098
C 1.29 3.74 -3.81 -0.098
C 1.12 2.45 -3.35 -0.156
H 3.72 -1.08 -2.11 0.088
H 5.96 -1.31 -1.10 0.101
H 6.39 -0.42 1.17 0.101
H 4.57 0.67 2.43 0.106
H 2.32 0.88 1.43 0.066
H 1.86 2.93 -0.08 0.087
H 2.22 5.22 -0.91 0.102
H 1.84 5.75 -3.29 0.099
H 1.12 3.97 -4.85 0.100
H 0.83 1.67 -4.04 0.084
```

Results
LUMO, hartree: 0.0120
DFT total energy, eV: -111158.9015
Multiplicity: 1
ΔE to the lowest compared entry with this formula, charge and spin, kcal/mol: 8.6

Record 9
The following is a DFT calculation (ωB97M-V/def2-TZVPD) of 3 unconnected molecules or ions with the total composition C5H15N2O3.

Geometry as XYZ:
```
25
Properties=species:S:1:pos:R:3:lowdin_charge:R:1
C 0.94 -1.56 0.32 -0.386
O 0.86 -1.08 1.60 -0.316
C 0.05 -0.84 -0.74 -0.378
C -0.01 0.69 -0.61 -0.146
C 1.36 1.33 -0.54 -0.433
C 1.98 1.82 -1.63 -0.009
N 1.75 1.63 0.76 0.080
N -1.35 -1.25 -0.62 0.026
H 0.54 -2.60 0.26 0.091
H 1.98 -1.59 -0.09 0.093
H 0.33 -1.11 -1.76 0.127
H -0.59 1.03 -1.48 0.093
H -0.59 0.91 0.26 0.116
H 2.94 2.31 -1.52 0.029
H 1.67 1.68 -2.66 0.029
H 1.61 0.78 1.36 0.079
H 2.69 2.00 0.82 0.074
H -1.51 -2.20 -0.93 0.064
H -1.64 -1.23 0.33 0.033
H -2.60 2.08 -1.26 0.015
H -2.76 0.62 -1.54 -0.003
O -3.25 1.38 -1.20 -0.083
H -0.44 -1.36 2.26 -0.025
H -1.49 -2.53 2.78 -0.016
O -1.41 -1.64 2.48 -0.152
```

Results
LUMO, hartree: 0.1373
DFT total energy, eV: -14551.6349
Multiplicity: 1
Net charge: -1
ΔE to the lowest compared entry with this formula, charge and spin, kcal/mol: 12.3

Record 10
The following is a DFT calculation (ωB97M-V/def2-TZVPD) of C17H19ClN2O3 in the gas phase.

Geometry as XYZ:
```
42
Properties=species:S:1:pos:R:3:lowdin_charge:R:1
C -3.69 -1.19 1.85 -0.082
O -3.67 -0.27 0.78 -0.126
C -2.55 0.50 0.59 -0.246
C -1.50 0.55 1.50 -0.019
C -0.39 1.34 1.30 -0.041
C -0.28 2.11 0.15 -0.256
N 0.82 2.92 -0.12 0.135
C 2.17 2.60 -0.09 -0.554
O 2.99 3.37 -0.53 0.057
N 2.47 1.40 0.48 0.070
C 3.76 0.80 0.25 -0.166
C 3.72 -0.21 -0.92 -0.122
C 2.70 -1.27 -0.64 -0.239
C 3.02 -2.39 0.12 -0.040
C 2.06 -3.33 0.44 -0.074
C 0.75 -3.16 0.02 -0.110
C 0.43 -2.04 -0.73 -0.642
Cl -1.20 -1.82 -1.26 0.754
C 1.39 -1.10 -1.06 -0.073
C -1.34 2.09 -0.75 0.059
C -2.47 1.30 -0.56 -0.223
O -3.40 1.43 -1.55 -0.066
C -4.47 0.52 -1.66 -0.071
H -2.84 -1.88 1.80 0.092
H -3.69 -0.68 2.82 0.096
H -4.61 -1.74 1.74 0.097
H -1.55 -0.04 2.40 0.107
H 0.37 1.39 2.07 0.117
H 0.64 3.75 -0.67 0.150
H 1.71 0.75 0.61 0.091
H 4.46 1.60 0.03 0.120
H 4.08 0.29 1.17 0.122
H 4.71 -0.65 -1.03 0.117
H 3.47 0.33 -1.83 0.122
H 4.04 -2.53 0.45 0.114
H 2.33 -4.19 1.03 0.106
H -0.01 -3.88 0.27 0.102
H 1.11 -0.24 -1.66 0.117
H -1.30 2.69 -1.65 0.131
H -4.12 -0.51 -1.71 0.085
H -4.96 0.78 -2.60 0.095
H -5.18 0.62 -0.84 0.093
```

Results
LUMO, hartree: 0.0226
SMILES string: COc1ccc(NC(=O)NCCc2cccc(Cl)c2)cc1OC
DFT total energy, eV: -39582.8480
Multiplicity: 1
ΔE to the lowest compared entry with this formula, charge and spin, kcal/mol: 39.3

> What is the formula in the second record?

C2H7NS2

> Which value of DFT total energy does entry 3 give?

-97140.6066 eV